DFT (ωB97M-V with the def2-TZVPD basis set) results for a structure of composition C35H33N7O4ReS.

Geometry as XYZ:
```
81
C35H33N7O4ReS (ωB97M-V with the def2-TZVPD basis set)
Re 0.314 0.060 -0.246
C -2.099 3.037 4.195
C -0.726 2.659 3.776
N 0.365 2.855 4.435
N 1.347 2.348 3.619
C 0.899 1.852 2.485
S 1.856 1.192 1.215
N -0.422 2.037 2.562
N -1.287 1.648 1.547
H -2.074 3.349 5.235
H -2.792 2.201 4.090
H -2.470 3.871 3.596
H 2.312 2.394 3.909
H -1.789 2.460 1.210
H -1.952 0.967 1.901
O -0.681 -1.145 1.431
C -1.688 -2.138 1.006
C -1.892 -1.931 -0.513
O -2.889 -2.320 -1.053
O -0.880 -1.296 -1.132
C -1.177 -3.567 1.180
C 0.114 -3.834 1.622
C 0.564 -5.146 1.768
C -0.272 -6.200 1.455
C -1.557 -5.940 0.991
C -2.006 -4.637 0.848
C -2.992 -1.787 1.726
C -3.668 -0.620 1.361
C -4.862 -0.263 1.969
C -5.396 -1.073 2.968
C -4.712 -2.210 3.368
C -3.513 -2.567 2.750
H -0.123 -1.559 2.105
H 0.817 -3.039 1.875
H 1.568 -5.335 2.131
H 0.075 -7.221 1.566
H -2.217 -6.762 0.731
H -3.000 -4.443 0.463
H -3.273 0.007 0.558
H -5.393 0.627 1.649
H -6.352 -0.825 3.416
H -5.115 -2.836 4.158
H -2.994 -3.465 3.068
N -4.643 1.018 -2.603
C -3.992 2.171 -2.910
O -4.464 3.062 -3.580
C -2.604 2.373 -2.330
C -2.042 3.640 -2.443
C -0.774 3.873 -1.932
C -0.101 2.844 -1.310
N -0.644 1.617 -1.203
C -1.873 1.386 -1.722
H -5.547 0.889 -3.025
H -4.223 0.222 -2.157
H -2.613 4.411 -2.949
H -0.295 4.840 -2.017
H 0.893 2.978 -0.909
H -2.216 0.362 -1.682
C 3.997 -3.595 -1.433
C 4.013 -2.849 -2.609
C 3.263 -1.694 -2.725
C 2.484 -1.258 -1.638
C 2.476 -2.027 -0.459
C 3.216 -3.183 -0.357
N 1.693 -0.111 -1.689
C 1.894 0.866 -2.734
C 0.930 1.023 -3.720
C 1.136 1.943 -4.738
C 2.295 2.711 -4.761
C 3.250 2.554 -3.765
C 3.053 1.627 -2.750
H 4.601 -4.492 -1.349
H 4.612 -3.179 -3.450
H 3.244 -1.139 -3.655
H 1.920 -1.678 0.418
H 3.212 -3.756 0.560
H 0.052 0.384 -3.710
H 0.398 2.049 -5.525
H 2.453 3.427 -5.560
H 4.156 3.151 -3.781
H 3.794 1.491 -1.965
```

Calculated values
<S²>: 3.78
charge: +2
energy: -2513.76457 a.u.
2S+1: 4
E_HOMO (spin up / spin down): -13.17 / -13.47 eV
relative energy (zero: lowest compared OMol25 entry of this formula, charge and spin): 36.2 kcal/mol

---

DFT (ωB97M-V with the def2-TZVPD basis set) results for a structure of composition C35H33NO2PtTe in a non-equilibrium geometry.

Geometry as XYZ:
```
73
C35H33NO2PtTe (ωB97M-V with the def2-TZVPD basis set)
Pt -0.119 1.230 0.400
O -1.322 0.000 1.241
C -2.475 -0.672 0.618
C -2.551 -0.255 -0.839
C -1.311 -0.490 -1.635
C -1.252 -1.440 -2.630
C -0.101 -1.579 -3.389
C 0.965 -0.731 -3.156
C 0.889 0.210 -2.150
C 2.017 1.133 -1.822
C 2.677 0.689 -0.531
O 1.706 0.843 0.534
C 3.174 -0.733 -0.596
C 4.013 -1.118 -1.644
C 4.478 -2.418 -1.728
C 4.114 -3.351 -0.764
C 3.293 -2.971 0.284
C 2.823 -1.666 0.369
C 3.765 1.696 -0.065
C 3.467 3.053 0.020
C 4.429 3.966 0.415
C 5.695 3.518 0.769
C 5.986 2.169 0.729
C 5.020 1.252 0.335
N -0.227 0.298 -1.393
C -2.155 -2.165 0.738
C -3.198 -3.072 0.913
C -2.939 -4.436 0.905
C -1.644 -4.900 0.750
C -0.602 -3.998 0.597
C -0.856 -2.634 0.591
C -3.710 -0.272 1.386
C -4.930 0.026 0.780
C -6.031 0.382 1.549
C -5.925 0.446 2.929
C -4.713 0.147 3.542
C -3.618 -0.211 2.777
H -2.770 0.812 -0.864
H -3.382 -0.766 -1.318
H -2.117 -2.063 -2.802
H -0.044 -2.329 -4.164
H 1.871 -0.790 -3.741
H 1.617 2.145 -1.687
H 2.734 1.184 -2.637
H 4.332 -0.394 -2.384
H 5.134 -2.704 -2.538
H 4.484 -4.364 -0.825
H 3.030 -3.687 1.050
H 2.204 -1.374 1.206
H 2.474 3.411 -0.235
H 4.197 5.020 0.456
H 6.450 4.223 1.086
H 6.971 1.825 1.009
H 5.251 0.196 0.318
H -4.209 -2.720 1.055
H -3.754 -5.135 1.031
H -1.447 -5.963 0.758
H 0.413 -4.353 0.484
H -0.029 -1.946 0.481
H -5.058 -0.023 -0.292
H -6.973 0.603 1.067
H -6.783 0.716 3.528
H -4.629 0.183 4.619
H -2.685 -0.461 3.266
C -0.820 4.619 1.219
Te -2.057 2.931 0.947
C -2.748 3.553 -0.956
H -0.215 4.786 0.331
H -0.194 4.465 2.093
H -1.496 5.455 1.391
H -3.746 3.960 -0.819
H -2.773 2.716 -1.644
H -2.065 4.316 -1.319
```

Calculated values
charge: +2
energy: -1945.41852 a.u.
2S+1: 1
E_HOMO: -14.03 eV
relative energy (zero: lowest compared OMol25 entry of this formula, charge and spin): 8.7 kcal/mol

---

DFT (ωB97M-V with the def2-TZVPD basis set) results for a structure of composition C35H34ClGaNOSi2 in a non-equilibrium geometry.

Geometry as XYZ:
```
75
C35H34ClGaNOSi2 (ωB97M-V with the def2-TZVPD basis set)
C 2.890 -5.130 1.365
C 2.669 -4.302 0.269
C 2.469 -2.933 0.757
H 2.737 -4.557 -0.792
C 2.595 -3.010 2.220
C 2.833 -4.349 2.561
H 3.036 -4.729 3.561
H 3.143 -6.192 1.327
H 2.670 -2.035 0.164
H 2.658 -2.129 2.859
Ga 0.363 -2.831 0.893
Si -1.550 2.952 -0.142
C -2.211 3.435 -1.809
C -3.502 3.989 -1.873
H -4.123 4.016 -0.972
C -3.978 4.524 -3.073
H -4.954 5.008 -3.097
C -3.207 4.435 -4.238
H -3.587 4.841 -5.180
C -1.951 3.820 -4.193
H -1.365 3.708 -5.106
C -1.440 3.352 -2.977
H -0.442 2.916 -2.948
C -1.212 4.483 0.837
C -0.724 5.598 0.138
H -0.706 5.600 -0.956
C -0.259 6.717 0.840
H 0.184 7.548 0.291
C -0.356 6.758 2.234
H 0.039 7.616 2.782
C -0.961 5.698 2.923
H -1.083 5.753 4.005
C -1.394 4.560 2.230
H -1.882 3.738 2.759
H -0.211 2.462 -0.445
Si -0.261 -0.578 0.158
C 0.909 0.601 1.024
C 1.831 1.368 0.281
H 1.679 1.524 -0.790
C 2.944 1.930 0.905
H 3.649 2.508 0.307
C 3.143 1.739 2.274
H 4.051 2.116 2.744
C 2.168 1.091 3.040
H 2.287 1.013 4.120
C 1.044 0.535 2.421
H 0.282 0.028 3.016
C 0.019 -0.458 -1.679
C 1.244 -0.888 -2.222
H 2.008 -1.339 -1.582
C 1.503 -0.761 -3.592
H 2.452 -1.117 -3.997
C 0.550 -0.171 -4.432
H 0.761 -0.033 -5.489
C -0.662 0.275 -3.895
H -1.392 0.769 -4.534
C -0.945 0.095 -2.539
H -1.912 0.398 -2.135
H -2.328 1.956 0.634
Cl -2.257 -0.633 0.699
O -0.255 -3.317 2.819
C -0.475 -4.758 3.006
C -0.669 -5.388 1.665
C -1.029 -6.722 1.496
C -1.124 -7.243 0.208
C -0.876 -6.409 -0.886
C -0.502 -5.088 -0.674
N -0.401 -4.593 0.598
H 0.145 -2.916 3.613
H 0.381 -5.205 3.531
H -1.381 -4.891 3.612
H -1.195 -7.303 2.398
H -1.354 -8.294 0.065
H -0.943 -6.775 -1.908
H -0.278 -4.397 -1.490
```

Calculated values
charge: +1
energy: -4447.90430 a.u.
2S+1: 1
E_HOMO: -10.63 eV
relative energy (zero: lowest compared OMol25 entry of this formula, charge and spin): 0.0 kcal/mol

---

DFT (ωB97M-V with the def2-TZVPD basis set) results for a structure of composition C35H34ClNOPbSi2 in a non-equilibrium geometry.

Geometry as XYZ:
```
75
C35H34ClNOPbSi2 (ωB97M-V with the def2-TZVPD basis set)
C -2.047 4.808 -0.627
C -0.725 4.519 -0.182
C -0.154 3.570 -1.060
H -0.204 5.033 0.624
C -1.120 3.236 -2.041
C -2.302 3.994 -1.785
H -3.176 4.062 -2.431
H -2.697 5.604 -0.253
H 0.890 3.243 -1.063
H -0.937 2.606 -2.912
Pb -2.721 2.182 0.208
Si 0.000 -0.739 0.035
C 0.617 -0.193 1.688
C 0.490 -0.937 2.878
H 0.018 -1.923 2.850
C 1.004 -0.445 4.081
H 0.976 -1.072 4.976
C 1.561 0.837 4.143
H 1.948 1.223 5.090
C 1.613 1.623 2.988
H 2.029 2.633 3.021
C 1.155 1.110 1.772
H 1.212 1.729 0.871
C 1.022 -0.173 -1.393
C 2.352 0.271 -1.290
H 2.892 0.170 -0.345
C 3.000 0.827 -2.398
H 4.030 1.182 -2.299
C 2.334 0.942 -3.619
H 2.826 1.400 -4.478
C 1.027 0.459 -3.747
H 0.512 0.518 -4.707
C 0.384 -0.108 -2.647
H -0.627 -0.517 -2.746
H -1.336 -0.102 -0.163
Si 1.397 -3.497 0.044
C 2.405 -3.220 -1.483
C 3.802 -3.391 -1.399
H 4.273 -3.567 -0.426
C 4.592 -3.351 -2.550
H 5.665 -3.528 -2.471
C 4.010 -3.079 -3.790
H 4.627 -3.042 -4.686
C 2.634 -2.854 -3.878
H 2.181 -2.584 -4.833
C 1.832 -2.974 -2.745
H 0.750 -2.844 -2.831
C 2.486 -3.205 1.519
C 3.410 -2.155 1.683
H 3.476 -1.346 0.950
C 4.238 -2.123 2.810
H 4.925 -1.282 2.945
C 4.199 -3.157 3.748
H 4.849 -3.128 4.624
C 3.322 -4.235 3.571
H 3.309 -5.063 4.285
C 2.455 -4.244 2.477
H 1.756 -5.072 2.337
H 0.939 -4.903 -0.010
Cl -0.732 -2.784 0.004
O -4.202 0.058 0.083
C -5.409 0.162 0.864
C -5.981 1.528 0.658
C -7.358 1.740 0.682
C -7.849 3.009 0.400
C -6.933 4.035 0.130
C -5.573 3.778 0.171
N -5.099 2.518 0.391
H -3.910 -0.870 0.052
H -5.187 -0.007 1.927
H -6.129 -0.585 0.513
H -7.992 0.886 0.939
H -8.923 3.193 0.386
H -7.272 5.036 -0.129
H -4.831 4.571 -0.001
```

Calculated values
charge: +2
energy: -2715.63553 a.u.
2S+1: 1
E_HOMO: -13.10 eV

---

> Which formula does entry 1 have?

C35H33N7O4ReS